Entry from the Open Molecules 2025 dataset: one molecule with the formula C3H7NO2 (the ωB97M-V functional and the def2-TZVPD basis).

DFT total energy   -8809.4012 eV
SMILES   CNC(=O)OC
Gap between HOMO and LUMO   10.72 eV

Last columns: bonded neighbours and bond lengths (Å).
Geometry (Å):
1 C -2.0663 -0.1294 -0.4359  N2 1.467, H7 1.093, H8 1.095, H9 1.103
2 N -1.2085 0.4461 0.6059  C1 1.467, C3 1.413, H10 1.010
3 C 0.0985 -0.0863 0.5450  N2 1.413, O4 1.204, O5 1.350
4 O 0.4567 -1.0518 1.1692  C3 1.204
5 O 0.9006 0.5611 -0.3274  C3 1.350, C6 1.434
6 C 2.2049 -0.0190 -0.4653  O5 1.434, H11 1.093, H12 1.090, H13 1.097
7 H -3.0502 0.3448 -0.3885  C1 1.093
8 H -2.1894 -1.2010 -0.2496  C1 1.095
9 H -1.6609 0.0059 -1.4526  C1 1.103
10 H -1.2020 1.4545 0.5453  N2 1.010
11 H 2.6387 -0.2282 0.5155  C6 1.093
12 H 2.8027 0.7148 -1.0058  C6 1.090
13 H 2.1546 -0.9560 -1.0339  C6 1.097

---

Entry from the Open Molecules 2025 dataset: one molecule with the formula C3H7NO2 (the ωB97M-V functional and the def2-TZVPD basis).

DFT total energy   -8806.2524 eV
Gap between HOMO and LUMO   9.52 eV

Last columns: bonded neighbours and bond lengths (Å).
Geometry (Å):
1 O 1.6052 0.1119 -0.6888  C2 1.414, H7 0.966
2 C 0.5010 0.9578 -0.9458  O1 1.414, C3 1.517, H8 1.099, H9 1.094
3 C -0.8368 0.3305 -0.6011  C2 1.517, O4 1.431, H10 1.091, H11 1.097
4 O -1.1206 0.4223 0.7982  C3 1.431, C5 1.313
5 C -0.6146 -0.3531 1.7291  O4 1.313, N6 1.359
6 N 0.1850 -1.3993 1.3935  C5 1.359, H12 1.061, H13 1.042
7 H 1.8130 0.1439 0.2544  O1 0.966
8 H 0.5880 1.9168 -0.4155  C2 1.099
9 H 0.5135 1.1641 -2.0197  C2 1.094
10 H -1.6507 0.8969 -1.0570  C3 1.091
11 H -0.8858 -0.7051 -0.9604  C3 1.097
12 H -0.4719 -1.8246 2.1095  N6 1.061
13 H 0.3747 -1.6620 0.4037  N6 1.042

---

Entry from the Open Molecules 2025 dataset: one molecule with the formula C3H7NO2 (the ωB97M-V functional and the def2-TZVPD basis).

DFT total energy   -8810.1330 eV
SMILES   CCOC(N)=O
Gap between HOMO and LUMO   11.36 eV

Last columns: bonded neighbours and bond lengths (Å).
Geometry (Å):
1 C -1.4666 0.2397 0.4317  C2 1.524, H7 1.094, H8 1.095, H9 1.093
2 C -0.9265 -0.4796 -0.7991  C1 1.524, O3 1.432, H10 1.093, H11 1.092
3 O 0.4026 -0.0175 -1.0641  C2 1.432, C4 1.364
4 C 1.3019 -0.4167 -0.1191  O3 1.364, N5 1.358, O6 1.209
5 N 2.0467 0.6458 0.2831  C4 1.358, H12 1.006, H13 1.006
6 O 1.4132 -1.5457 0.2993  C4 1.209
7 H -1.7807 1.2570 0.1804  C1 1.094
8 H -0.6836 0.3084 1.1948  C1 1.095
9 H -2.3110 -0.2908 0.8788  C1 1.093
10 H -0.9267 -1.5659 -0.6744  C2 1.093
11 H -1.4959 -0.2222 -1.6943  C2 1.092
12 H 2.6693 0.5147 1.0617  N5 1.006
13 H 1.7573 1.5729 0.0211  N5 1.006

---

Entry from the Open Molecules 2025 dataset: one molecule with the formula C3H7NO2 (the ωB97M-V functional and the def2-TZVPD basis).

DFT total energy   -8806.9765 eV
SMILES   C[C@H](O)/C=N/O
Gap between HOMO and LUMO   11.01 eV

Last columns: bonded neighbours and bond lengths (Å).
Geometry (Å):
1 C 1.2968 0.3716 -1.0088  C2 1.531, H7 1.131, H8 1.100, H9 1.105
2 C -0.0477 0.6447 -0.3284  C1 1.531, O3 1.404, C4 1.558, H10 1.106
3 O 0.1191 1.8226 0.4181  C2 1.404, H11 0.982
4 C -0.5344 -0.5405 0.5578  C2 1.558, N5 1.223, H12 1.071
5 N -1.6631 -1.0114 0.5379  C4 1.223, O6 1.318
6 O -1.8546 -2.1361 1.1973  N5 1.318, H13 0.968
7 H 1.8374 1.3011 -1.3589  C1 1.131
8 H 1.1611 -0.2990 -1.8695  C1 1.100
9 H 2.0997 -0.0303 -0.3642  C1 1.105
10 H -0.7853 0.7560 -1.1453  C2 1.106
11 H -0.6347 2.4387 0.2926  O3 0.982
12 H 0.1633 -1.0008 1.2269  C4 1.071
13 H -1.1577 -2.3164 1.8442  O6 0.968

---

Entry from the Open Molecules 2025 dataset: one molecule with the formula C3H7NO2 (the ωB97M-V functional and the def2-TZVPD basis).

DFT total energy   -8807.1182 eV
SMILES   C=N[C@@H](O)OC
Gap between HOMO and LUMO   9.81 eV

Last columns: bonded neighbours and bond lengths (Å).
Geometry (Å):
1 C 2.1672 0.1754 0.0959  N2 1.227, H7 1.112, H8 1.015
2 N 1.0443 0.5349 -0.2418  C1 1.227, C3 1.612
3 C -0.0591 -0.5254 -0.7480  N2 1.612, O4 1.377, O5 1.322, H9 1.088
4 O -0.0271 -1.6194 0.0867  C3 1.377, H10 0.946
5 O -1.1568 0.1864 -0.9408  C3 1.322, C6 1.428
6 C -1.6423 0.7728 0.2679  O5 1.428, H11 1.029, H12 1.074, H13 1.063
7 H 2.7654 0.9448 0.6314  C1 1.112
8 H 2.5002 -0.7822 0.0401  C1 1.015
9 H 0.2186 -0.8331 -1.7544  C3 1.088
10 H -0.6142 -1.6339 0.8286  O4 0.946
11 H -2.0734 0.0324 0.8369  C6 1.029
12 H -2.3811 1.5516 0.2540  C6 1.074
13 H -0.7417 1.1956 0.6435  C6 1.063

---

Entry from the Open Molecules 2025 dataset: a 2-piece molecular cluster, C3H7NO2 overall (the ωB97M-V functional and the def2-TZVPD basis).

DFT total energy   -8807.0255 eV
Gap between HOMO and LUMO   7.85 eV

Last columns: bonded neighbours and bond lengths (Å).
Geometry (Å):
1 C 0.4020 1.3671 1.4779  C2 1.384, H7 1.086, H8 1.217, H9 1.087
2 C 1.3817 0.9988 0.5728  C1 1.384, H10 1.087, H11 1.083
3 O -0.2989 -1.2208 0.4117  C4 1.256
4 C -0.4956 -0.9669 -0.8027  O3 1.256, O5 1.279, N6 1.401
5 O -0.0778 0.0835 -1.4019  C4 1.279
6 N -1.2046 -1.9276 -1.5365  C4 1.401, H12 1.009, H13 1.011
7 H -0.0386 0.6155 2.1267  C1 1.086
8 H -0.0727 1.0844 0.3934  C1 1.217
9 H 0.2657 2.4220 1.7021  C1 1.087
10 H 1.8631 1.7758 -0.0163  C2 1.087
11 H 1.6694 -0.0384 0.4565  C2 1.083
12 H -1.6158 -1.6608 -2.4184  N6 1.009
13 H -1.7779 -2.5327 -0.9652  N6 1.011

---

Entry from the Open Molecules 2025 dataset: one molecule with the formula C3H7NO2 (the ωB97M-V functional and the def2-TZVPD basis).

DFT total energy   -8806.4977 eV
Gap between HOMO and LUMO   7.48 eV

Last columns: bonded neighbours and bond lengths (Å).
Geometry (Å):
1 C 2.3799 0.5483 -0.5877  N2 1.594, H7 1.101, H9 1.103
2 N 1.3419 -0.5215 -0.0236  C1 1.594, C3 1.456, H8 1.016, H10 1.020
3 C 0.0444 -0.0638 0.4524  N2 1.456, O4 1.199, O5 1.329
4 O -0.0803 0.5892 1.4506  C3 1.199
5 O -0.9226 -0.4683 -0.3641  C3 1.329, C6 1.438
6 C -2.2419 -0.0936 0.0668  O5 1.438, H11 1.093, H12 1.089, H13 1.091
7 H 1.9297 0.7967 -1.5617  C1 1.101
8 H 1.8259 -0.9477 0.7621  N2 1.016
9 H 2.1827 1.4162 0.0639  C1 1.103
10 H 1.2325 -1.2254 -0.7531  N2 1.020
11 H -2.4200 -0.4648 1.0788  C6 1.093
12 H -2.9271 -0.5579 -0.6403  C6 1.089
13 H -2.3452 0.9925 0.0560  C6 1.091

---

Entry from the Open Molecules 2025 dataset: one molecule with the formula C3H7NO2 (the ωB97M-V functional and the def2-TZVPD basis).

DFT total energy   -8809.5520 eV
SMILES   CCNC(=O)O
Gap between HOMO and LUMO   10.28 eV

Last columns: bonded neighbours and bond lengths (Å).
Geometry (Å):
1 C -0.6971 -0.6451 -1.8991  C2 1.549, H7 1.097, H8 1.087, H9 1.092
2 C 0.2934 0.4959 -1.5596  C1 1.549, N3 1.454, H10 1.093, H11 1.081
3 N 0.6284 0.5619 -0.1465  C2 1.454, C4 1.358, H12 1.004
4 C -0.0173 0.0528 0.9338  N3 1.358, O5 1.200, O6 1.393
5 O -1.1336 -0.3883 0.9414  C4 1.200
6 O 0.8277 -0.1751 2.0180  C4 1.393, H13 0.973
7 H -0.6644 -0.6407 -2.9958  C1 1.097
8 H -1.7377 -0.4938 -1.6250  C1 1.087
9 H -0.4057 -1.5633 -1.3848  C1 1.092
10 H -0.2367 1.4194 -1.8072  C2 1.093
11 H 1.1321 0.3278 -2.2201  C2 1.081
12 H 1.4150 1.1503 0.0622  N3 1.004
13 H 1.3568 0.6267 2.1753  O6 0.973

---

In order of appearance, highest occupied orbital energy = -0.3618 -0.3170 -0.3834 -0.3715 -0.3299 -0.3199 -0.2596 -0.3603 Eh.
In order of appearance, relative energy (zero: lowest compared OMol25 entry of this formula, charge and spin) = 26.0 98.6 9.1 81.9 78.7 80.8 93.0 22.5 kcal/mol.